# 1
{
  "formula": "C3H6S",
  "method": "wB97M-V/def2-TZVPD",
  "symbols": ["C", "C", "C", "S", "H", "H", "H", "H", "H", "H"],
  "positions_angstrom": [[0.605, -0.925, -1.083], [-0.173, -0.664, -0.012], [-0.570, 0.502, 0.713], [-0.191, 2.045, 0.095], [1.225, -0.136, -1.482], [0.451, -1.977, -1.587], [-0.521, -1.652, 0.422], [-0.262, 0.427, 1.820], [-1.666, 0.385, 0.773], [1.102, 1.995, 0.341]],
  "mulliken_charge": [-0.638, -0.131, -0.300, -0.198, 0.235, 0.193, 0.207, 0.285, 0.244, 0.103],
  "homo_ev": -9.214,
  "energy_ev": -14041.8958,
  "e_above_lowest_kj_mol": 93.63,
  "orbital_gap_ev": 10.142,
  "smiles": "C=CCS",
  "lumo_ha": 0.034
}

# 2
{
  "formula": "C2HF2NO3",
  "method": "wB97M-V/def2-TZVPD",
  "symbols": ["C", "C", "N", "O", "O", "O", "F", "F", "H"],
  "positions_angstrom": [[-1.157, -0.138, -0.163], [-0.352, 0.194, 0.980], [1.407, -0.050, -0.671], [2.480, 0.347, -0.471], [-1.569, 0.585, -1.036], [0.901, -0.634, -1.577], [-0.326, -0.525, 2.046], [-0.091, 1.462, 1.255], [-1.293, -1.241, -0.364]],
  "lowdin_spin": [0.093, 0.462, 0.436, 0.291, 0.216, 0.275, 0.126, 0.102, -0.001],
  "homo_ev": [-8.990, -10.516],
  "energy_ev": -15151.1807,
  "e_above_lowest_kj_mol": 0.00,
  "s_squared": 2.01,
  "orbital_gap_ev": [8.882, 7.807],
  "multiplicity": 3,
  "lumo_ha": [-0.004, -0.100]
}

# 3
{
  "formula": "C4H2Cl2",
  "method": "wB97M-V/def2-TZVPD",
  "symbols": ["C", "C", "C", "C", "Cl", "Cl", "H", "H"],
  "positions_angstrom": [[0.137, 2.058, 0.381], [-0.254, 0.992, -0.069], [-0.654, -0.304, -0.305], [0.199, -1.313, -0.036], [-0.211, -2.928, -0.292], [1.791, -1.071, 0.289], [0.663, 3.038, 0.624], [-1.671, -0.472, -0.591]],
  "mulliken_charge": [0.007, -0.363, -0.550, 0.495, -0.161, -0.140, 0.363, 0.349],
  "homo_ev": -8.929,
  "energy_ev": -29222.3796,
  "e_above_lowest_kj_mol": 26.29,
  "orbital_gap_ev": 9.212,
  "smiles": "C#CC=C(Cl)Cl",
  "lumo_ha": 0.010
}

# 4
{
  "formula": "H2NO3S2",
  "method": "wB97M-V/def2-TZVPD",
  "symbols": ["N", "O", "O", "O", "S", "S", "H", "H"],
  "positions_angstrom": [[-1.994, 1.005, -0.484], [0.900, 1.261, 0.355], [1.852, -0.834, 1.216], [0.533, -1.015, -0.788], [-2.287, -0.063, 0.635], [0.614, -0.143, 0.655], [-1.024, 1.177, -0.614], [1.406, -1.388, -0.976]],
  "mulliken_charge": [-0.387, -0.590, -0.722, -0.436, 0.016, 0.509, 0.344, 0.266],
  "homo_ev": [-3.609, -3.625],
  "energy_ev": -29334.7616,
  "e_above_lowest_kj_mol": 206.18,
  "orbital_gap_ev": [6.372, 6.343],
  "lumo_ha": [0.102, 0.100],
  "charge": -1
}

# 5
{
  "formula": "C49H51N8O2S3Sn",
  "method": "wB97M-V/def2-TZVPD",
  "symbols": ["Sn", "C", "C", "C", "C", "C", "C", "C", "C", "C", "C", "C", "C", "N", "C", "O", "C", "C", "C", "C", "C", "N", "C", "O", "N", "C", "C", "C", "C", "C", "C", "C", "C", "C", "C", "C", "C", "H", "H", "H", "H", "H", "H", "H", "H", "H", "H", "H", "H", "H", "H", "H", "H", "H", "H", "H", "H", "H", "H", "H", "H", "H", "H", "H", "H", "H", "H", "H", "H", "H", "H", "H", "H", "H", "N", "C", "C", "C", "C", "C", "N", "C", "C", "C", "C", "C", "N", "H", "H", "H", "H", "H", "H", "H", "H", "H", "S", "C", "S", "C", "N", "N", "C", "C", "C", "C", "C", "C", "S", "H", "H", "H", "H", "H"],
  "positions_angstrom": [[0.360, 0.261, -0.018], [-1.871, 3.554, -2.767], [-0.465, 3.030, -3.048], [0.337, 4.024, -3.888], [-0.478, 1.694, -3.744], [-1.306, 1.481, -4.835], [-1.274, 0.290, -5.534], [-0.383, -0.693, -5.153], [0.458, -0.519, -4.064], [1.439, -1.605, -3.701], [0.749, -2.951, -3.484], [2.527, -1.694, -4.772], [0.401, 0.681, -3.339], [1.197, 0.829, -2.192], [2.495, 1.068, -2.341], [3.082, 1.390, -3.374], [3.281, 0.879, -1.063], [4.660, 0.724, -1.110], [5.334, 0.447, 0.068], [4.625, 0.364, 1.252], [3.246, 0.535, 1.218], [2.613, 0.786, 0.081], [2.430, 0.391, 2.480], [3.009, 0.273, 3.559], [1.119, 0.378, 2.263], [0.244, 0.334, 3.356], [-0.529, -0.813, 3.598], [-1.474, -0.800, 4.611], [-1.649, 0.314, 5.408], [-0.852, 1.423, 5.202], [0.092, 1.455, 4.188], [0.953, 2.687, 4.031], [1.991, 2.719, 5.157], [0.129, 3.977, 4.040], [-0.322, -2.069, 2.792], [0.074, -3.246, 3.682], [-1.554, -2.404, 1.955], [-1.826, 4.458, -2.160], [-2.447, 2.804, -2.229], [-2.394, 3.795, -3.690], [0.050, 2.894, -2.098], [-0.133, 4.174, -4.856], [1.337, 3.633, -4.047], [0.409, 4.987, -3.385], [-1.983, 2.260, -5.159], [-1.925, 0.137, -6.385], [-0.343, -1.614, -5.720], [1.929, -1.336, -2.761], [0.162, -3.254, -4.348], [0.093, -2.895, -2.618], [1.494, -3.721, -3.294], [2.109, -1.990, -5.732], [3.286, -2.418, -4.480], [3.004, -0.722, -4.881], [5.155, 0.780, -2.068], [6.404, 0.285, 0.061], [5.090, 0.132, 2.198], [-2.075, -1.680, 4.797], [-2.393, 0.318, 6.194], [-0.968, 2.278, 5.853], [1.474, 2.625, 3.070], [1.492, 2.751, 6.124], [2.634, 3.593, 5.063], [2.599, 1.820, 5.107], [-0.242, 4.196, 5.039], [-0.720, 3.890, 3.368], [0.744, 4.816, 3.719], [0.512, -1.893, 2.109], [-0.770, -3.605, 4.269], [0.870, -2.944, 4.357], [0.439, -4.070, 3.072], [-2.417, -2.620, 2.579], [-1.344, -3.272, 1.337], [-1.795, -1.559, 1.306], [-2.066, 3.676, 1.015], [-2.864, 2.606, 0.703], [-4.239, 2.730, 0.982], [-5.086, 1.723, 0.586], [-4.555, 0.611, -0.058], [-3.187, 0.563, -0.242], [-2.359, 1.525, 0.129], [-0.776, 4.027, 0.672], [-0.476, 5.395, 0.796], [0.782, 5.847, 0.479], [1.719, 4.920, 0.046], [1.333, 3.597, -0.034], [0.122, 3.142, 0.265], [-2.580, 4.445, 1.429], [-4.621, 3.618, 1.468], [-6.149, 1.796, 0.763], [-5.193, -0.184, -0.403], [-2.714, -0.285, -0.722], [-1.235, 6.082, 1.139], [1.028, 6.896, 0.560], [2.723, 5.211, -0.218], [2.038, 2.854, -0.363], [1.772, -7.531, 0.962], [1.484, -5.976, 0.501], [2.699, -4.726, 0.704], [1.545, -3.542, 0.028], [0.420, -4.081, -0.272], [0.370, -5.422, -0.045], [-0.810, -6.055, -0.463], [-1.860, -5.242, -0.899], [-3.042, -5.802, -1.336], [-3.205, -7.178, -1.350], [-2.159, -7.984, -0.941], [-0.968, -7.437, -0.501], [2.046, -1.956, -0.189], [-1.728, -4.172, -0.904], [-3.838, -5.157, -1.676], [-4.138, -7.615, -1.679], [-2.259, -9.060, -0.968], [-0.169, -8.090, -0.196]],
  "mulliken_charge": [1.652, -1.850, 2.037, -1.849, 0.654, -0.475, -1.483, -0.497, 0.957, 2.200, -1.539, -1.927, -1.025, 1.155, -0.094, -0.805, 0.226, -0.767, -0.883, -0.628, -0.380, 0.622, 0.029, -0.788, 1.227, -0.717, 0.123, -0.225, -1.289, -0.469, 0.328, 1.369, -1.769, -1.612, 2.502, -1.721, -1.005, 0.346, 0.372, 0.475, -0.722, 0.380, 0.404, 0.421, 0.300, 0.375, 0.366, -1.223, 0.279, 0.293, 0.421, 0.359, 0.441, 0.412, 0.617, 0.413, 0.577, 0.369, 0.388, 0.290, -0.407, 0.366, 0.443, 0.357, 0.479, 0.244, 0.408, -0.998, 0.382, 0.387, 0.283, 0.480, 0.229, -0.119, 0.769, 0.172, -1.086, -0.573, -1.118, -0.718, 0.877, -0.584, -0.803, -0.981, -1.363, -0.498, 1.547, 0.229, 0.487, 0.406, 0.469, 0.628, 0.487, 0.419, 0.607, 0.165, -0.447, 0.331, -0.184, -0.290, -0.321, 0.406, 0.904, 0.067, -0.952, -0.446, -0.759, -0.578, -0.097, 0.348, 0.375, 0.375, 0.369, 0.191],
  "homo_ev": -4.968,
  "energy_ev": -106000.0537,
  "e_above_lowest_kj_mol": 0.00,
  "orbital_gap_ev": 6.986,
  "lumo_ha": 0.074,
  "charge": -1
}

# 6
{
  "formula": "C18H40BNO5",
  "method": "wB97M-V/def2-TZVPD",
  "symbols": ["C", "C", "O", "C", "C", "O", "C", "C", "O", "C", "B", "O", "C", "C", "O", "H", "H", "H", "H", "H", "H", "H", "H", "H", "H", "H", "H", "H", "H", "H", "H", "H", "H", "H", "H", "C", "C", "C", "C", "N", "C", "C", "C", "C", "C", "H", "H", "H", "H", "H", "H", "H", "H", "H", "H", "H", "H", "H", "H", "H", "H", "H", "H", "H", "H"],
  "positions_angstrom": [[1.929, 9.115, 3.687], [2.058, 7.680, 3.218], [0.775, 7.107, 3.119], [0.766, 5.817, 2.550], [1.624, 4.804, 3.294], [1.257, 3.518, 2.866], [2.355, 2.634, 2.768], [1.883, 1.194, 2.637], [0.763, 1.010, 1.828], [1.035, 1.270, 0.430], [1.581, -0.030, -0.409], [3.012, -0.334, -0.289], [3.694, 0.374, -1.290], [2.588, 0.985, -2.197], [1.424, 0.291, -1.890], [1.392, 9.732, 2.971], [1.426, 9.144, 4.654], [2.931, 9.517, 3.843], [2.690, 7.147, 3.938], [2.572, 7.656, 2.248], [-0.265, 5.468, 2.577], [1.068, 5.833, 1.496], [2.680, 4.985, 3.059], [1.505, 4.932, 4.377], [2.971, 2.924, 1.906], [3.008, 2.718, 3.646], [1.615, 0.833, 3.635], [2.739, 0.587, 2.309], [1.681, 2.148, 0.307], [0.069, 1.540, -0.009], [0.796, -0.971, -0.221], [4.347, -0.278, -1.885], [4.336, 1.146, -0.848], [2.843, 0.985, -3.261], [2.522, 2.056, -1.932], [-3.165, -7.010, -1.972], [-3.339, -6.002, -3.107], [-2.051, -5.267, -3.479], [-1.368, -4.399, -2.428], [-2.129, -3.205, -1.912], [-3.104, -3.576, -0.819], [-2.267, -3.611, 0.442], [-1.368, -2.382, 0.290], [-1.139, -2.251, -1.217], [-2.810, -2.482, -3.018], [-2.719, -6.563, -1.081], [-4.127, -7.429, -1.679], [-2.524, -7.835, -2.284], [-4.138, -5.296, -2.868], [-3.684, -6.536, -3.995], [-2.221, -4.676, -4.381], [-1.305, -6.013, -3.767], [-0.465, -3.991, -2.878], [-1.064, -4.978, -1.558], [-3.848, -2.781, -0.772], [-3.593, -4.515, -1.056], [-1.675, -4.528, 0.486], [-2.881, -3.576, 1.339], [-0.430, -2.469, 0.829], [-1.867, -1.491, 0.667], [-0.130, -2.514, -1.517], [-1.344, -1.245, -1.568], [-3.593, -3.109, -3.436], [-2.073, -2.229, -3.777], [-3.249, -1.576, -2.611]],
  "mulliken_charge": [-1.316, -0.062, -0.355, -0.531, -0.523, -0.191, -0.581, -0.501, -0.385, -0.493, 1.044, -0.608, -0.389, -0.512, -0.690, 0.318, 0.313, 0.380, 0.226, 0.319, 0.313, 0.282, 0.394, 0.245, 0.337, 0.444, 0.368, 0.304, 0.109, 0.239, -0.499, 0.267, 0.233, 0.310, 0.200, -1.217, -0.476, -0.885, -0.793, 0.745, -0.442, -0.932, -0.231, -0.863, -1.267, 0.247, 0.351, 0.387, 0.240, 0.457, 0.345, 0.487, 0.422, 0.520, 0.471, 0.210, 0.243, 0.522, 0.307, 0.279, 0.347, 0.238, 0.373, 0.411, 0.495],
  "homo_ev": -6.273,
  "energy_ev": -31716.1676,
  "e_above_lowest_kj_mol": 114.17,
  "orbital_gap_ev": 6.176,
  "lumo_ha": -0.004
}

- Number 1 is which compound?
  C3H6S